# 1
{
  "formula": "C62H54ClN4P3RbS2",
  "method": "wB97M-V/def2-TZVPD",
  "homo_ev": -3.7,
  "mol_weight_g_mol": 1133.1,
  "charge": -1,
  "gap_ha": 0.19862,
  "e_lumo_ev": 1.74,
  "elements": ["Rb", "C", "C", "C", "C", "C", "C", "C", "N", "N", "C", "C", "C", "C", "C", "C", "N", "C", "C", "C", "C", "C", "C", "N", "H", "H", "H", "H", "H", "H", "H", "H", "H", "H", "H", "H", "H", "H", "H", "H", "H", "H", "H", "H", "S", "P", "C", "P", "S", "C", "C", "C", "C", "C", "C", "C", "C", "C", "C", "C", "C", "C", "C", "C", "C", "C", "C", "C", "C", "C", "C", "C", "C", "H", "H", "H", "H", "H", "H", "H", "H", "H", "H", "H", "H", "H", "H", "H", "H", "H", "H", "H", "H", "Cl", "C", "C", "C", "C", "C", "C", "P", "C", "C", "C", "C", "C", "C", "C", "C", "C", "C", "C", "C", "H", "H", "H", "H", "H", "H", "H", "H", "H", "H", "H", "H", "H", "H"],
  "coordinates": [[-0.1101, 0.0627, -0.2049], [2.9279, 2.4907, 0.8023], [1.8560, 3.3628, 1.4456], [0.9203, 2.6931, 2.4250], [0.0184, 3.4832, 3.1383], [-0.8968, 2.8795, 3.9685], [-0.8834, 1.4946, 4.0769], [0.0642, 0.7956, 3.3583], [0.9624, 1.3738, 2.5511], [2.5891, 1.7874, -0.4481], [2.1255, 2.7366, -1.4564], [1.8988, 2.1440, -2.8245], [2.7168, 2.4789, -3.8965], [2.4638, 1.9148, -5.1371], [1.4055, 1.0349, -5.2666], [0.6326, 0.7691, -4.1432], [0.8618, 1.3130, -2.9542], [3.7784, 1.0603, -0.8623], [3.5958, -0.0844, -1.8370], [4.5482, -0.3166, -2.8243], [4.4178, -1.4337, -3.6313], [3.3406, -2.2822, -3.4362], [2.4337, -1.9642, -2.4365], [2.5587, -0.8961, -1.6557], [3.8110, 3.1281, 0.6105], [3.2208, 1.7247, 1.5223], [2.3725, 4.1684, 1.9786], [1.2347, 3.8676, 0.7030], [0.0038, 4.5540, 2.9834], [-1.6391, 3.4685, 4.4919], [-1.5982, 0.9650, 4.6915], [0.1061, -0.2850, 3.4225], [1.1643, 3.1416, -1.1316], [2.8426, 3.5741, -1.5524], [3.5400, 3.1657, -3.7489], [3.0885, 2.1576, -5.9880], [1.1715, 0.5606, -6.2095], [-0.2087, 0.0867, -4.2016], [4.5516, 1.7464, -1.2568], [4.2029, 0.6159, 0.0435], [5.3690, 0.3773, -2.9548], [5.1467, -1.6356, -4.4066], [3.1920, -3.1662, -4.0404], [1.5691, -2.5943, -2.2529], [-2.4922, -2.6731, -1.2898], [-3.6072, -0.9925, -0.9783], [-2.9126, 0.1936, -0.0568], [-3.1573, 1.8319, -0.0725], [-1.5040, 3.0089, 0.2025], [-4.2291, 2.3802, 1.3337], [-4.0751, 1.6957, 2.5396], [-4.7828, 2.0708, 3.6691], [-5.6701, 3.1415, 3.6126], [-5.8309, 3.8285, 2.4191], [-5.1101, 3.4533, 1.2901], [-4.0555, 2.5257, -1.5212], [-5.3855, 2.1787, -1.7413], [-6.0682, 2.6359, -2.8581], [-5.4217, 3.4512, -3.7780], [-4.0958, 3.8027, -3.5683], [-3.4198, 3.3450, -2.4458], [-4.0796, -0.5415, -2.7062], [-5.3093, -0.8324, -3.2823], [-5.5567, -0.5478, -4.6216], [-4.5802, 0.0506, -5.3992], [-3.3541, 0.3728, -4.8239], [-3.1108, 0.0755, -3.4964], [-5.2082, -1.5980, -0.2734], [-5.7563, -2.8282, -0.6385], [-6.9221, -3.2887, -0.0486], [-7.5599, -2.5266, 0.9268], [-7.0181, -1.3078, 1.3036], [-5.8453, -0.8530, 0.7087], [-3.3983, 0.8478, 2.5627], [-4.6508, 1.5216, 4.5946], [-6.2323, 3.4335, 4.4912], [-6.5189, 4.6641, 2.3611], [-5.2340, 4.0144, 0.3717], [-5.8936, 1.5214, -1.0416], [-7.0982, 2.3405, -3.0173], [-5.9475, 3.8023, -4.6578], [-3.5801, 4.4337, -4.2827], [-2.3879, 3.6249, -2.2665], [-6.0940, -1.2805, -2.6864], [-6.5234, -0.7885, -5.0485], [-4.7748, 0.2804, -6.4397], [-2.5930, 0.8725, -5.4126], [-2.1633, 0.3437, -3.0389], [-5.2329, -3.4381, -1.3654], [-7.3271, -4.2512, -0.3394], [-8.4676, -2.8893, 1.3939], [-7.4980, -0.7077, 2.0681], [-5.4004, 0.0862, 1.0149], [2.4182, -1.4194, 1.3240], [1.8888, -2.0419, 2.8706], [2.6559, -1.7635, 3.9862], [2.2260, -2.2109, 5.2277], [1.0438, -2.9275, 5.3321], [0.2937, -3.2035, 4.1958], [0.6975, -2.7668, 2.9360], [-0.2969, -2.9564, 1.3930], [-1.8041, -3.7681, 2.0206], [-1.9253, -5.1334, 2.2460], [-3.1330, -5.6680, 2.6787], [-4.2228, -4.8358, 2.8884], [-4.1090, -3.4693, 2.6616], [-2.9074, -2.9377, 2.2218], [0.6307, -4.3553, 0.6143], [0.2742, -4.7328, -0.6818], [0.9492, -5.7548, -1.3320], [2.0023, -6.4107, -0.7079], [2.3689, -6.0408, 0.5770], [1.6838, -5.0257, 1.2320], [3.5628, -1.1853, 3.8786], [2.8117, -1.9876, 6.1100], [0.7005, -3.2722, 6.2989], [-0.6314, -3.7589, 4.2825], [-1.0799, -5.7882, 2.0668], [-3.2223, -6.7357, 2.8378], [-5.1706, -5.2534, 3.2060], [-4.9698, -2.8230, 2.7772], [-2.8440, -1.8824, 1.9658], [-0.5386, -4.2220, -1.1826], [0.6485, -6.0382, -2.3331], [2.5304, -7.2050, -1.2205], [3.1888, -6.5430, 1.0752], [1.9829, -4.7558, 2.2370]],
  "lowdin_charge": [0.44, -0.20, -0.13, -0.34, -0.07, -0.07, -0.06, -0.13, 0.10, -0.16, -0.14, -0.27, -0.03, -0.07, -0.06, -0.12, 0.11, -0.16, -0.28, -0.03, -0.07, -0.06, -0.12, 0.06, 0.12, 0.10, 0.12, 0.08, 0.11, 0.11, 0.10, 0.09, 0.08, 0.13, 0.11, 0.10, 0.10, 0.10, 0.13, 0.11, 0.11, 0.10, 0.10, 0.11, 0.24, 0.35, -0.71, 0.35, 0.23, -0.34, -0.12, -0.10, -0.11, -0.10, -0.08, -0.34, -0.10, -0.09, -0.10, -0.10, -0.11, -0.34, -0.09, -0.10, -0.11, -0.09, -0.11, -0.34, -0.13, -0.10, -0.11, -0.10, -0.09, 0.09, 0.09, 0.09, 0.09, 0.10, 0.11, 0.10, 0.09, 0.09, 0.05, 0.09, 0.09, 0.09, 0.10, 0.09, 0.08, 0.09, 0.09, 0.10, 0.07, 0.71, -0.66, -0.11, -0.09, -0.08, -0.07, -0.42, 1.02, -0.40, -0.09, -0.09, -0.09, -0.07, -0.11, -0.36, -0.12, -0.09, -0.10, -0.09, -0.09, 0.10, 0.10, 0.10, 0.10, 0.10, 0.09, 0.10, 0.10, 0.08, 0.00, 0.10, 0.09, 0.10, 0.10]
}

***

# 2
{
  "formula": "C44H58BN9O2P2Pr",
  "method": "wB97M-V/def2-TZVPD",
  "homo_ev": [-9.1, -9.1],
  "multiplicity": 3,
  "mol_weight_g_mol": 958.7,
  "charge": 1,
  "relative_energy_kcal_mol": 12.72,
  "gap_ha": [0.23741, 0.26402],
  "e_lumo_ev": [-2.66, -1.94],
  "s2": 2.00,
  "elements": ["Pr", "C", "C", "C", "C", "C", "N", "N", "B", "N", "N", "C", "C", "C", "C", "C", "N", "N", "C", "C", "C", "C", "C", "H", "H", "H", "H", "H", "H", "H", "H", "H", "H", "H", "H", "H", "H", "H", "H", "H", "H", "H", "H", "H", "H", "C", "P", "C", "C", "C", "C", "C", "C", "C", "P", "C", "C", "H", "H", "H", "H", "H", "H", "H", "H", "H", "H", "H", "H", "H", "H", "H", "H", "C", "N", "C", "C", "N", "C", "H", "H", "H", "H", "H", "H", "C", "C", "C", "C", "C", "C", "N", "C", "C", "C", "C", "C", "C", "C", "O", "O", "C", "C", "H", "H", "H", "H", "H", "H", "H", "H", "H", "H", "H", "H", "H", "H"],
  "coordinates": [[0.1182, -0.2266, -0.5115], [0.0804, -4.1480, 1.3573], [-1.0724, -3.2190, 1.5159], [-2.2563, -3.5814, 2.2291], [-3.1978, -2.5393, 2.1012], [-4.5801, -2.5958, 2.6650], [-2.5629, -1.5431, 1.3917], [-1.2347, -1.9677, 1.0522], [-2.9684, -0.1710, 0.6350], [-4.3546, -0.1338, -0.0621], [-4.2395, -0.3848, -1.3957], [-5.4592, -0.2572, -1.9736], [-5.6871, -0.4590, -3.4262], [-6.4024, 0.0655, -0.9448], [-5.7185, 0.1541, 0.2738], [-6.3796, 0.5746, 1.5778], [-2.3494, 0.9906, 1.4394], [-1.1407, 1.5369, 0.9517], [-0.8122, 2.5830, 1.7583], [0.4169, 3.4799, 1.6195], [-1.8762, 2.7611, 2.6924], [-2.7435, 1.6640, 2.5798], [-3.6710, 1.2533, 3.6872], [0.1418, -4.8391, 2.2037], [-0.0320, -4.7698, 0.4821], [1.0429, -3.5869, 1.2696], [-2.4541, -4.5298, 2.7200], [-4.7578, -3.6199, 3.0449], [-4.7421, -1.9374, 3.5251], [-5.3421, -2.3866, 1.8737], [-2.2277, -0.2445, -0.3187], [-5.2386, -1.4025, -3.7537], [-6.7807, -0.4690, -3.6204], [-5.1694, 0.3094, -4.0092], [-7.4308, 0.3246, -1.1126], [-7.4611, 0.3556, 1.5148], [-5.9657, 0.0066, 2.4015], [-6.2915, 1.6597, 1.7485], [1.3140, 2.8520, 1.4826], [0.3105, 4.2368, 0.8425], [0.4789, 3.9597, 2.5811], [-2.0418, 3.5730, 3.3846], [-3.2943, 1.8012, 4.5554], [-4.6871, 1.5744, 3.4412], [-3.6261, 0.1419, 3.9335], [3.1256, -0.4484, -3.4555], [2.0694, 0.9970, -3.1488], [3.1247, 2.4196, -3.5950], [0.9162, 0.8684, -4.5353], [1.1440, 0.1308, -5.6986], [0.1176, -0.1228, -6.5829], [-1.1323, 0.3617, -6.3541], [-1.3604, 1.2106, -5.2893], [-0.3372, 1.4965, -4.3589], [-0.4981, 2.4282, -2.8313], [0.1751, 4.1289, -3.2066], [-2.3097, 2.7947, -2.7461], [2.5105, -1.3459, -3.6465], [3.7907, -0.6290, -2.5823], [3.8091, -0.1951, -4.2804], [3.0020, 2.7462, -4.6473], [4.1766, 2.1959, -3.4214], [2.8004, 3.2113, -2.8901], [2.1392, -0.2908, -5.8633], [0.2596, -0.7197, -7.4894], [-1.9228, 0.1579, -7.0941], [-2.3462, 1.6131, -5.1562], [-0.6993, 4.8309, -3.2001], [0.6559, 4.1529, -4.1986], [0.9020, 4.4616, -2.4553], [-2.6275, 3.4246, -3.5911], [-2.4235, 3.3908, -1.8240], [-2.9007, 1.8573, -2.7088], [-2.8297, -4.0643, -3.8478], [-1.6951, -3.4092, -3.1878], [-0.3897, -3.8722, -3.2975], [0.3558, -3.0167, -2.5404], [-0.4681, -2.0270, -2.0224], [-1.6875, -2.3394, -2.3855], [-2.9473, -5.1168, -3.4774], [-2.6034, -4.0551, -4.9311], [-3.7634, -3.5201, -3.6356], [-0.0314, -4.6737, -3.9345], [1.3942, -3.0176, -2.2465], [-2.5521, -1.7766, -2.0721], [8.0642, 2.4891, 1.9536], [6.7320, 2.1324, 2.5604], [5.8952, 3.2077, 2.9845], [4.6350, 2.9122, 3.4628], [4.1983, 1.5850, 3.5514], [5.0262, 0.5082, 3.2522], [4.5526, -0.7945, 3.3686], [3.3069, -1.1527, 3.8754], [3.2099, -1.9905, 4.9950], [1.9973, -2.2878, 5.6315], [0.8842, -1.5620, 5.2062], [0.9038, -0.9195, 3.9740], [2.0817, -0.8156, 3.1569], [2.0017, -0.4960, 1.6705], [1.9680, -1.4480, 0.7487], [1.7271, 0.6977, 1.3287], [6.3363, 0.8270, 2.7815], [7.2979, -0.3052, 2.5811], [8.1750, 3.5834, 2.0381], [8.1763, 2.2401, 0.8754], [8.8860, 2.0021, 2.4857], [6.2794, 4.2533, 2.8576], [3.9970, 3.7457, 3.7903], [3.1724, 1.4014, 3.8906], [5.1862, -1.5737, 3.1718], [4.1693, -2.3816, 5.3783], [1.9685, -3.0343, 6.4439], [-0.0205, -1.5087, 5.8087], [-0.0958, -0.5860, 3.6293], [6.9386, -0.9952, 1.8111], [7.4897, -0.9086, 3.4845], [8.2620, 0.0900, 2.2780]],
  "lowdin_spin": [2.02, 0.00, 0.00, 0.00, 0.00, 0.00, 0.00, 0.00, 0.00, 0.00, 0.00, 0.00, 0.00, 0.00, 0.00, 0.00, 0.00, 0.00, 0.00, 0.00, 0.00, 0.00, 0.00, 0.00, 0.00, 0.00, 0.00, 0.00, 0.00, 0.00, 0.00, 0.00, 0.00, 0.00, 0.00, 0.00, 0.00, 0.00, 0.00, 0.00, 0.00, 0.00, 0.00, 0.00, 0.00, 0.00, 0.00, 0.00, 0.00, 0.00, 0.00, 0.00, 0.00, 0.00, 0.00, 0.00, 0.00, 0.00, 0.00, 0.00, 0.00, 0.00, 0.00, 0.00, 0.00, 0.00, 0.00, 0.00, 0.00, 0.00, 0.00, 0.00, 0.00, 0.00, 0.00, 0.00, 0.00, 0.00, 0.00, 0.00, 0.00, 0.00, 0.00, 0.00, 0.00, 0.00, 0.00, 0.00, 0.00, 0.00, 0.00, 0.00, 0.00, 0.00, 0.00, 0.00, 0.00, 0.00, 0.00, 0.00, 0.00, 0.00, 0.00, 0.00, 0.00, 0.00, 0.00, 0.00, 0.00, 0.00, 0.00, 0.00, 0.00, 0.00, 0.00, 0.00, 0.00]
}

***

Question: What is the formula in the second record?
Answer: C44H58BN9O2P2Pr